ORCA calculation (ωB97M-V with the def2-TZVPD basis set) on a 4-piece molecular cluster, C4H14O3 overall at a distorted geometry.

Last columns: bonded neighbours and bond lengths (Å).
Atoms and positions in Å:
1 C 2.49 0.98 -0.72  C2 1.517, H5 1.089, H6 1.091, H7 1.091
2 C 2.05 -0.33 -1.34  C1 1.517, C3 1.335, H8 1.079
3 C 2.08 -1.47 -0.64  C2 1.335, C4 1.512, H9 1.090
4 C 1.69 -2.80 -1.24  C3 1.512, H10 1.085, H11 1.086, H12 1.095
5 H 2.80 0.78 0.30  C1 1.089
6 H 3.19 1.56 -1.34  C1 1.091
7 H 1.61 1.62 -0.68  C1 1.091
8 H 1.59 -0.21 -2.31  C2 1.079
9 H 2.65 -1.50 0.29  C3 1.090
10 H 0.89 -2.79 -1.97  C4 1.085
11 H 2.53 -3.40 -1.56  C4 1.086
12 H 1.28 -3.34 -0.38  C4 1.095
13 O -3.45 2.68 1.04  H14 0.960, H15 0.960
14 H -4.35 2.34 1.00  O13 0.960
15 H -2.85 2.09 0.59  O13 0.960
16 O -2.66 2.95 3.59  H17 0.961, H18 0.982
17 H -1.80 2.59 3.35  O16 0.961
18 H -3.16 2.83 2.75  O16 0.982
19 O -2.57 -1.33 -0.17  H20 0.970, H21 0.960
20 H -2.27 -1.92 -0.88  O19 0.970
21 H -1.73 -1.30 0.29  O19 0.960

## Properties
Strongest force on any atom in hartree/bohr: 0.0405
Net charge: 0
SMILES: C/C=C/C.O.O.O
2S+1: 1
LUMO level in eV: 0.3
HOMO in eV: -9.5
Relative energy (zero: lowest compared OMol25 entry of this formula, charge and spin) in kJ/mol: 129.7
Gap between HOMO and LUMO in eV: 9.8

natural (NBO) atomic charge list, values in e, 6 entries: C -0.640; C -0.169; C -0.207; C -0.645; H 0.210; H 0.218